w:
{
  "formula": "H14O7",
  "method": "ωB97M-V/def2-TZVPD",
  "symbols": ["H", "H", "H", "H", "H", "H", "H", "H", "H", "H", "H", "H", "H", "H", "O", "O", "O", "O", "O", "O", "O"],
  "xyz": [[-3.5965, -0.2456, 1.0366], [-2.0274, -0.6318, 1.0646], [1.8210, 1.7145, 1.5828], [1.9446, 0.6080, 0.4685], [-1.0136, 3.1746, -0.2680], [0.1004, 2.2735, 0.1557], [-2.1186, -0.1753, -1.0769], [-0.9034, 0.9760, -1.1388], [-0.1867, -1.4935, 0.8713], [-0.0355, -0.0219, 1.4052], [2.1567, -0.9669, -0.6923], [2.7836, -1.2737, 0.7734], [0.4579, -2.4584, -1.7032], [0.0249, -1.0868, -1.1919], [-2.8951, -0.6947, 0.5130], [1.2799, 1.2213, 0.9877], [-0.2428, 2.6993, -0.6590], [-1.1696, 0.0142, -1.4782], [-0.4763, -0.9164, 1.5901], [2.8888, -0.5736, -0.1296], [0.6891, -1.7992, -0.9849]],
  "lowdin_charge": [0.059, 0.026, 0.053, 0.050, 0.072, -0.001, 0.081, 0.074, 0.023, 0.053, 0.010, 0.200, 0.108, 0.003, -0.129, -0.100, -0.084, -0.154, -0.078, -0.153, -0.111],
  "homo_energy_ev": -10.946,
  "total_charge": 0,
  "gap_ev": 11.31
}

---

x:
{
  "formula": "H14O7",
  "method": "ωB97M-V/def2-TZVPD",
  "symbols": ["O", "H", "H", "O", "H", "H", "O", "H", "H", "O", "H", "H", "O", "H", "H", "O", "H", "H", "O", "H", "H"],
  "xyz": [[23.7910, -28.0895, 9.3200], [23.3773, -28.2179, 8.4587], [24.5748, -27.6669, 9.0241], [19.8950, -28.0072, 8.0120], [19.4767, -27.1236, 8.2841], [19.2140, -28.5410, 7.5939], [23.1066, -27.8233, 11.9487], [23.1250, -26.8676, 12.1673], [23.1311, -27.9477, 11.0093], [18.8451, -31.2110, 10.2767], [19.7673, -30.8712, 10.2559], [18.3506, -30.4170, 10.3629], [22.7270, -28.6599, 6.8612], [22.2266, -29.5098, 6.7581], [23.5905, -28.6995, 6.4419], [21.4280, -30.0508, 9.5414], [22.3206, -29.7317, 9.6048], [20.8827, -29.3750, 9.1032], [19.1152, -31.4257, 7.7114], [18.9606, -31.5105, 8.6640], [20.0294, -31.2665, 7.5586]],
  "lowdin_charge": [-0.041, -0.006, 0.044, -0.073, 0.102, 0.037, -0.075, 0.047, -0.050, -0.031, 0.039, 0.044, -0.057, 0.086, 0.060, -0.042, 0.014, 0.010, -0.066, -0.032, -0.009],
  "homo_energy_ev": -10.737,
  "total_charge": 0,
  "gap_ev": 10.75
}

---

y:
{
  "formula": "H14O7",
  "method": "ωB97M-V/def2-TZVPD",
  "symbols": ["H", "H", "H", "H", "H", "H", "H", "H", "H", "H", "H", "H", "H", "H", "O", "O", "O", "O", "O", "O", "O"],
  "xyz": [[3.2425, -2.5066, 0.8730], [1.2944, -2.6744, -1.3095], [0.1919, -1.5651, 0.5141], [-0.8526, -2.9836, 0.7945], [2.4851, -1.3120, -1.0626], [1.3297, -0.9344, 0.2618], [-2.6420, 2.7448, -1.1442], [-0.9498, 2.4700, -0.5616], [-1.5251, 2.2124, 2.7242], [-2.0818, 2.4478, 1.4519], [-0.6295, 0.5461, -0.1277], [-0.7939, 0.3388, 1.4237], [0.1494, 0.6824, -2.4681], [0.7819, 0.7824, -0.8867], [2.7252, -2.7499, -1.0875], [0.2045, -2.7025, 0.5794], [1.6845, -0.4772, -0.6743], [-1.9528, 3.1384, -0.3690], [-2.0241, 1.6819, 2.0304], [-0.5798, -0.3042, 0.5804], [-0.0577, 1.1650, -1.5421]],
  "lowdin_charge": [0.388, 0.305, 0.018, 0.141, 0.074, 0.062, 0.136, 0.160, 0.092, -0.009, 0.087, 0.123, 0.141, 0.094, -0.366, -0.300, -0.333, -0.272, -0.086, -0.210, -0.245],
  "homo_energy_ev": -10.616,
  "total_charge": 0,
  "gap_ev": 7.30
}

---

z:
{
  "formula": "H14O7",
  "method": "ωB97M-V/def2-TZVPD",
  "symbols": ["O", "H", "H", "O", "H", "H", "O", "H", "H", "O", "H", "H", "O", "H", "H", "O", "H", "H", "O", "H", "H"],
  "xyz": [[-0.3822, -1.7816, -0.8939], [0.0452, -2.5519, -0.5194], [-0.0772, -1.0520, -0.3546], [-3.0583, 0.0326, 0.4277], [-3.7027, -0.3689, -0.1553], [-2.2364, -0.0040, -0.0616], [0.2150, -0.0648, 0.2719], [-0.5331, 0.5319, 0.2934], [0.7621, 0.2617, -0.4424], [1.6732, -1.3504, -1.9826], [2.5074, -1.1390, -2.4018], [1.3988, -0.5324, -1.5681], [-1.2765, 1.8785, 1.0480], [-1.6902, 1.5318, 1.8385], [-0.5752, 2.4436, 1.3723], [1.6120, 0.4665, -1.0406], [2.4249, 0.7608, -0.6296], [1.2198, 1.2644, -1.3952], [0.8817, 0.0590, 2.2042], [0.2315, -0.4516, 2.6867], [0.5604, 0.0659, 1.3026]],
  "lowdin_charge": [-0.061, 0.043, -0.178, -0.039, 0.048, 0.004, 0.083, 0.066, -0.196, -0.057, 0.037, -0.192, -0.031, 0.070, 0.071, 0.250, 0.197, 0.189, -0.060, 0.027, -0.271],
  "homo_energy_ev": -9.203,
  "total_charge": 0,
  "gap_ev": 8.52
}

---

Of them, the most stable is w and the least stable is y.

---

w:
{
  "formula": "H14O7",
  "method": "ωB97M-V/def2-TZVPD",
  "symbols": ["H", "H", "H", "H", "H", "H", "H", "H", "H", "H", "H", "H", "H", "H", "O", "O", "O", "O", "O", "O", "O"],
  "xyz": [[-0.2211, 1.3033, -1.5742], [1.0753, 2.1525, -1.7677], [3.4316, -0.7695, 0.1580], [4.8654, -1.1837, 0.4481], [-2.8842, -1.2163, -0.8605], [-2.3770, -2.3261, 0.1215], [0.4656, -2.1574, -2.3764], [0.3234, -1.8465, -0.8884], [-1.8563, 2.3997, -1.1095], [-1.2022, 2.2816, 0.2605], [-1.6157, -0.6815, 2.6979], [-0.3831, -1.3074, 1.9588], [0.8003, 1.0776, 1.2386], [-0.0775, 1.9464, 1.9072], [0.1263, 2.1927, -1.7537], [4.1027, -1.3125, -0.1424], [-3.2027, -1.9402, -0.2052], [0.0154, -1.6631, -1.7033], [-1.4894, 1.6933, -0.5239], [-0.6386, -0.6542, 2.5953], [0.7418, 2.0113, 1.5194]],
  "lowdin_charge": [0.019, 0.031, -0.025, 0.055, 0.080, 0.008, 0.047, -0.039, 0.078, 0.082, 0.069, 0.012, 0.039, -0.030, -0.098, -0.031, -0.103, 0.016, -0.142, -0.045, -0.024],
  "homo_energy_ev": -9.820,
  "total_charge": 0,
  "gap_ev": 9.59
}

---

x:
{
  "formula": "H14O7",
  "method": "ωB97M-V/def2-TZVPD",
  "symbols": ["H", "H", "H", "H", "H", "H", "H", "H", "H", "H", "H", "H", "H", "H", "O", "O", "O", "O", "O", "O", "O"],
  "xyz": [[2.0830, 0.3861, -0.0264], [0.5765, 0.5838, -0.0651], [1.9366, 0.4626, 3.0257], [3.4507, 0.3452, 2.9654], [0.5543, -1.9419, -4.8957], [0.3277, -1.1946, -3.5918], [-1.4005, 1.9815, 1.4140], [-1.2326, 0.7418, 2.2771], [-1.9360, 0.2826, -1.6823], [-2.7513, -0.3577, -2.7937], [2.6735, -3.8985, 3.1390], [1.8819, -2.8720, 2.3455], [-3.6926, 2.9424, -1.3473], [-2.1988, 2.9445, -1.0666], [1.2557, -0.0965, -0.1346], [2.6516, -0.1816, 3.0790], [0.4513, -2.0817, -3.9476], [-0.9344, 1.6543, 2.1916], [-2.6424, 0.4693, -2.3108], [1.8062, -3.4811, 3.0886], [-2.8604, 3.3114, -1.6638]],
  "lowdin_charge": [0.037, 0.010, 0.027, 0.036, 0.035, 0.025, 0.021, 0.045, 0.023, 0.043, 0.032, 0.021, 0.036, 0.011, -0.058, -0.054, -0.062, -0.049, -0.056, -0.067, -0.057],
  "homo_energy_ev": -11.047,
  "total_charge": 0,
  "gap_ev": 10.77
}

---

y:
{
  "formula": "H14O7",
  "method": "ωB97M-V/def2-TZVPD",
  "symbols": ["O", "H", "H", "O", "H", "H", "O", "H", "H", "O", "H", "H", "O", "H", "H", "O", "H", "H", "O", "H", "H"],
  "xyz": [[-0.6130, 2.0928, 3.5974], [-1.0351, 2.9516, 3.4894], [0.0287, 2.0336, 2.8721], [-0.8708, 0.1293, 0.0245], [-0.5690, -0.1751, -0.8433], [-0.1433, 0.6663, 0.3699], [1.2094, 2.0640, 1.1311], [0.9122, 2.8042, 0.5830], [2.0456, 2.3566, 1.5178], [-1.1768, -2.1324, 1.7228], [-1.6364, -1.3775, 1.3176], [-0.2471, -1.9009, 1.6351], [-0.9758, -3.0084, -1.0410], [-0.1393, -3.4761, -1.1307], [-1.2263, -3.1250, -0.1029], [-0.8812, 0.3615, -3.5811], [0.0278, 0.6780, -3.5381], [-1.3052, 0.9264, -4.2373], [1.9816, -0.8390, -1.0186], [2.1140, -0.9754, -1.9647], [2.5000, -0.0544, -0.8029]],
  "lowdin_charge": [-0.064, 0.031, -0.010, -0.060, 0.021, -0.002, -0.046, 0.070, 0.068, -0.075, 0.028, 0.035, -0.076, 0.028, 0.014, -0.051, 0.026, 0.038, -0.049, 0.041, 0.033],
  "homo_energy_ev": -10.372,
  "total_charge": 0,
  "gap_ev": 10.16
}

---

z:
{
  "formula": "H14O7",
  "method": "ωB97M-V/def2-TZVPD",
  "symbols": ["H", "H", "H", "H", "H", "H", "H", "H", "H", "H", "H", "H", "H", "H", "O", "O", "O", "O", "O", "O", "O"],
  "xyz": [[3.0949, -2.2945, 2.5302], [2.6377, -2.1935, 1.0617], [1.6666, -0.7917, -0.7792], [1.5732, 0.1377, 0.4928], [0.8809, -2.5733, 1.8693], [0.0038, -2.2894, 3.2231], [-1.4073, 3.4961, -0.2857], [-2.3511, 3.8703, -1.4728], [-2.5263, 1.9429, -3.1781], [-1.2914, 1.8711, -4.1352], [-0.3761, -0.2306, -0.5432], [-0.7500, 0.4170, -1.9427], [-1.2725, 0.2357, 2.0238], [-0.2147, -0.6033, 1.4637], [2.4630, -2.6361, 1.8981], [2.2160, -0.5062, 0.0226], [0.0127, -2.4144, 2.2402], [-1.8960, 3.0260, -1.0198], [-1.6089, 1.5713, -3.2926], [-0.1996, -0.2710, -1.4651], [-0.6549, 0.2361, 1.2891]],
  "lowdin_charge": [0.069, 0.029, 0.062, 0.072, -0.042, 0.076, 0.057, 0.106, 0.073, 0.036, -0.041, 0.037, 0.054, -0.006, -0.041, -0.117, -0.086, -0.137, -0.065, -0.075, -0.062],
  "homo_energy_ev": -10.482,
  "total_charge": 0,
  "gap_ev": 10.86
}

---

Of them, the most stable is y and the least stable is w.

---

w:
{
  "formula": "H14O7",
  "method": "ωB97M-V/def2-TZVPD",
  "symbols": ["H", "H", "H", "H", "H", "H", "H", "H", "H", "H", "H", "H", "H", "H", "O", "O", "O", "O", "O", "O", "O"],
  "xyz": [[-2.0412, -0.0160, -1.1827], [-0.6342, -0.7677, -1.3208], [1.6556, 1.5626, 2.0132], [0.7920, 1.6966, 0.6269], [2.4511, 0.1658, 0.3426], [3.0592, -0.1396, -1.0837], [-3.7363, -0.5381, 0.6515], [-2.0832, -0.2441, 0.8047], [-0.4671, 1.4418, -1.2013], [0.4620, 2.7042, -1.2803], [1.3802, -1.3495, -0.4178], [0.9680, -2.8178, -0.6986], [-0.4221, -1.5908, 1.0381], [-0.1476, -0.0376, 1.4412], [-1.1191, 0.0003, -1.6066], [1.3956, 1.0501, 1.1945], [2.7194, -0.5426, -0.2550], [-2.9607, 0.0744, 0.3260], [0.0546, 2.1437, -0.6234], [0.5148, -1.8947, -0.6553], [-0.7591, -0.8399, 1.6533]],
  "lowdin_charge": [0.057, -0.019, 0.106, 0.044, -0.012, 0.093, 0.107, 0.031, 0.070, 0.056, 0.034, 0.117, 0.072, 0.058, -0.084, -0.138, -0.053, -0.170, -0.081, -0.160, -0.127],
  "homo_energy_ev": -10.798,
  "total_charge": 0,
  "gap_ev": 11.20
}

---

x:
{
  "formula": "H14O7",
  "method": "ωB97M-V/def2-TZVPD",
  "symbols": ["H", "H", "H", "H", "H", "H", "H", "H", "H", "H", "H", "H", "H", "H", "O", "O", "O", "O", "O", "O", "O"],
  "xyz": [[-1.9343, 1.8794, 1.0842], [-1.9894, 2.9607, 2.0404], [-0.5418, 1.1982, 2.1762], [-0.8711, -0.2156, 1.7911], [-0.3782, -2.0135, -1.9502], [0.5855, -1.8347, -0.7711], [2.2056, 0.4075, -0.7186], [3.3457, 1.1118, -1.3111], [2.3526, -1.1995, 0.7864], [1.0465, -0.3033, 1.1436], [0.9748, 0.4734, -2.4350], [-0.5754, 0.3703, -1.8438], [-1.2251, -1.5226, -0.2249], [-2.8041, -0.7998, -0.0540], [-2.0768, 2.0227, 2.0124], [-0.1728, 0.2891, 2.2387], [-0.2083, -2.4108, -1.0892], [2.3932, 1.2507, -1.2101], [1.5393, -0.8492, 0.4113], [0.2039, -0.0762, -2.2630], [-1.8701, -0.7388, 0.1866]],
  "lowdin_charge": [0.040, 0.050, 0.022, 0.012, 0.032, 0.055, 0.006, 0.046, 0.071, 0.077, 0.022, 0.069, 0.071, 0.039, -0.014, -0.081, -0.096, -0.092, -0.099, -0.079, -0.151],
  "homo_energy_ev": -11.003,
  "total_charge": 0,
  "gap_ev": 11.36
}

---

Of them, the most stable is w and the least stable is x.

---

w:
{
  "formula": "H14O7",
  "method": "ωB97M-V/def2-TZVPD",
  "symbols": ["H", "H", "H", "H", "H", "H", "H", "H", "H", "H", "H", "H", "H", "H", "O", "O", "O", "O", "O", "O", "O"],
  "xyz": [[-0.4078, -1.1689, -0.6383], [0.9772, -1.7763, 0.0374], [3.9849, 0.9611, 0.2896], [3.1790, 2.2767, 0.2505], [-0.2889, -0.2824, -2.8611], [-1.5391, 0.2765, -2.2502], [2.1532, -3.6359, -0.7081], [1.1570, -4.1265, 0.2633], [-1.6662, 3.0708, 0.3383], [-1.5511, 1.6761, -0.2612], [-3.2589, -0.2234, -0.1432], [-4.6031, -0.1927, -0.4309], [0.8381, 1.6015, 2.7681], [-0.4087, 0.9719, 3.5361], [0.5878, -1.0243, -0.4376], [3.9344, 1.8220, 0.6999], [-1.1251, -0.4841, -2.4491], [1.1684, -3.5367, -0.5688], [-1.0790, 2.3196, 0.2759], [-3.7741, 0.1878, -0.7675], [0.4669, 0.7871, 3.2235]],
  "lowdin_charge": [0.055, -0.008, 0.019, 0.056, 0.058, -0.045, 0.077, 0.095, 0.032, 0.005, -0.017, 0.062, 0.066, 0.007, -0.138, -0.075, 0.000, -0.105, -0.044, -0.017, -0.083],
  "homo_energy_ev": -10.130,
  "total_charge": 0,
  "gap_ev": 10.48
}

---

x:
{
  "formula": "H14O7",
  "method": "ωB97M-V/def2-TZVPD",
  "symbols": ["H", "H", "H", "H", "H", "H", "H", "H", "H", "H", "H", "H", "H", "H", "O", "O", "O", "O", "O", "O", "O"],
  "xyz": [[0.3600, -0.6870, 0.7799], [1.0524, -1.0216, -0.5311], [-0.6681, 0.2336, -0.8747], [-0.1200, 1.5920, -0.4693], [-4.5751, -1.2195, -1.3189], [-3.1739, -0.9996, -0.7728], [-2.4770, 1.8452, -1.7578], [-1.9735, 2.4672, -0.4657], [1.3082, 3.2865, 1.9271], [2.7873, 2.9712, 1.7763], [4.6251, -0.7244, -1.1643], [5.6878, -1.7708, -1.4575], [-1.4112, -2.1045, 3.3624], [-2.2102, -2.2372, 2.0764], [1.1375, -0.4686, 0.2537], [0.1517, 0.7379, -0.8239], [-3.7647, -1.6901, -1.0938], [-2.7625, 2.3869, -1.0134], [1.9120, 2.6333, 1.5559], [4.7326, -1.6467, -1.4227], [-1.3079, -2.1566, 2.4055]],
  "lowdin_charge": [0.031, 0.054, 0.045, 0.038, 0.039, 0.014, 0.031, 0.013, 0.031, 0.036, 0.033, 0.030, 0.039, 0.033, -0.100, -0.084, -0.056, -0.057, -0.052, -0.064, -0.053],
  "homo_energy_ev": -8.089,
  "total_charge": 0,
  "gap_ev": 8.20
}

---

Of them, the most stable is w and the least stable is x.